[1]
This record from the OMol25 dataset describes a cluster of 2 separate species, C2H2FIO in total. The level of theory is ωB97M-V with the def2-TZVPD basis set.

Geometry as XYZ:
```
7
Properties=species:S:1:pos:R:3:mulliken_charge:R:1
C 0.9722 -0.7572 -1.8375 0.1116
C -0.4063 0.7193 1.0810 -0.2723
O 0.5401 0.1176 -1.1993 -0.1613
F -0.7748 1.9294 0.5767 -0.2256
I 0.7096 -2.8968 -1.5338 0.0301
H 0.1912 0.8473 1.9884 0.2721
H -1.2321 0.0404 0.9245 0.2454
```

As for the orbital gap (spin up / spin down): 9.2 / 6.8 eV. For the total energy, the calculation gives -14968.0801 eV. As for the spin multiplicity: 1. The HOMO energy (spin up / spin down) is -8.936 / -8.642 eV.


[2]
This record from the OMol25 dataset describes a structure of composition C5H14ClO3Y. The level of theory is ωB97M-V with the def2-TZVPD basis set.

Geometry as XYZ:
```
24
Properties=species:S:1:pos:R:3:mulliken_charge:R:1
Y 1.6237 5.4762 -0.8817 1.8424
Cl 0.9042 2.8739 -0.7985 -0.2112
C 1.0116 -1.1992 -1.1457 -0.7741
C 0.3910 -0.6662 -2.4345 0.5141
C -0.1846 -1.7701 -3.4074 -1.3152
O -0.6482 0.2919 -2.1543 -0.4558
H 0.4026 -2.0198 -0.7664 0.2746
H 0.9913 -0.4309 -0.3728 0.0295
H 2.0543 -1.4270 -1.3667 0.3824
H 1.1757 -0.1576 -2.9946 0.1877
H -0.6366 -1.2017 -4.2201 0.3436
H -1.0103 -2.2859 -2.9170 0.3576
H 0.5692 -2.4438 -3.8149 0.3625
H -0.3208 1.0942 -1.7410 0.1375
C -0.3514 0.3634 2.1770 -0.0939
C -1.1759 0.2574 3.5145 -0.6240
O -0.2715 0.2773 4.5480 -0.4660
O -0.3461 1.7029 1.7831 -0.3868
H -0.9255 -0.2001 1.4415 0.3126
H 0.6220 -0.1262 2.2055 0.3559
H -1.6238 -0.7242 3.6695 0.3689
H -1.9660 0.9948 3.6563 0.2719
H -0.3958 -0.5185 5.0703 0.3457
H 0.1109 1.8392 0.9500 0.2402
```

As for the orbital gap: 2.2 eV. For the total energy, the calculation gives -25096.9052 eV. As for the spin multiplicity: 1. The charge is +2. The HOMO energy is -14.462 eV.


[3]
This record from the OMol25 dataset describes a cluster of 10 separate species, C19H58O10 in total. The level of theory is ωB97M-V with the def2-TZVPD basis set.

Geometry as XYZ:
```
87
Properties=species:S:1:pos:R:3:mulliken_charge:R:1
C 0.7914 3.5409 2.3614 -0.7774
C 0.2236 4.2616 3.5774 0.2925
C 0.7546 3.7154 4.8862 -1.1520
O 0.4877 5.6743 3.4866 -0.5762
H 1.8500 3.3221 2.5126 0.2854
H 0.6615 4.2028 1.5009 0.4433
H 0.2053 2.6606 2.0950 -0.0602
H -0.8655 4.1932 3.6160 0.3494
H 0.2903 4.2076 5.7417 0.3651
H 1.8426 3.7892 4.9353 0.3288
H 0.4536 2.6702 5.0079 0.2096
H 1.4372 5.7558 3.3314 0.3346
C -3.8121 1.9753 -2.1410 -1.0765
C -2.4855 2.7030 -2.1219 1.7705
C -2.3051 3.7209 -3.2403 -1.5438
O -2.3965 3.4514 -0.8893 -0.5804
H -3.8977 1.3309 -1.2651 -0.1744
H -3.9755 1.3963 -3.0511 0.3994
H -4.5983 2.7383 -2.1173 0.4312
H -1.7116 1.9225 -2.1325 -0.5594
H -1.2399 3.8848 -3.4180 0.3658
H -2.6823 4.6966 -2.9367 0.4011
H -2.7867 3.4061 -4.1650 0.3335
H -2.8665 2.9345 -0.2250 0.2966
C -4.5206 -0.6751 1.1493 -1.4560
C -3.0566 -0.4956 1.5025 0.8243
C -2.5878 -1.4814 2.5816 -1.1556
O -2.3886 -0.8448 0.2909 -0.3523
H -5.2023 -0.6169 1.9979 0.4048
H -4.7246 -1.6687 0.7423 0.3252
H -4.7252 0.0127 0.3279 0.2238
H -2.8325 0.5107 1.8727 0.1497
H -1.5055 -1.3472 2.7061 0.0544
H -2.7635 -2.5152 2.3008 0.3012
H -2.9736 -1.2183 3.5711 0.4331
H -1.4381 -0.6690 0.3134 0.1508
C -0.6896 -0.7534 -3.9032 -1.0317
C 0.1775 0.2676 -4.6072 1.1788
C 1.6141 -0.2011 -4.7209 -1.4034
O -0.3187 0.5195 -5.9273 -0.6089
H -1.7651 -0.5307 -3.9096 0.2808
H -0.4591 -0.9572 -2.8579 -0.1065
H -0.6218 -1.6630 -4.5144 0.4948
H 0.0851 1.2221 -4.0633 -0.0807
H 2.1757 0.5940 -5.2180 0.3954
H 1.6841 -1.0880 -5.3506 0.3453
H 2.0701 -0.3990 -3.7523 0.2501
H -1.2770 0.4392 -5.8993 0.3230
C -0.2989 -4.8402 -3.2683 -1.3255
C 0.5215 -4.5206 -2.0182 0.4209
C 1.7204 -3.6363 -2.2845 -0.8330
O -0.3208 -3.9007 -1.0466 -0.6441
H -1.0481 -4.0796 -3.4994 0.2538
H -0.9340 -5.7092 -3.0583 0.3625
H 0.2967 -5.0979 -4.1430 0.3740
H 0.7877 -5.4678 -1.5535 0.3758
H 2.3055 -3.5729 -1.3657 0.2192
H 1.4609 -2.6393 -2.6406 -0.0669
H 2.3719 -4.0346 -3.0699 0.4715
H -0.5818 -3.0076 -1.3015 0.1971
C 2.7976 -1.6022 4.5821 -1.6104
C 1.6402 -1.3975 3.6080 0.5532
C 1.3235 0.0924 3.4766 -0.8776
O 2.0478 -1.8829 2.3254 -0.4789
H 3.6235 -0.9133 4.3927 0.3299
H 3.1298 -2.6365 4.5483 0.3919
H 2.5027 -1.3370 5.6043 0.4321
H 0.7173 -1.9233 3.8441 0.3908
H 2.1315 0.6982 3.0642 0.3109
H 1.0364 0.5427 4.4329 0.4205
H 0.4251 0.2517 2.8686 -0.0809
H 2.8819 -1.4849 2.0174 0.1813
C 0.6890 0.5164 -0.6141 0.3216
O 0.6451 -0.8712 -0.3068 0.2877
H 1.6872 0.9154 -0.4095 0.0585
H 0.4481 0.6402 -1.6665 -0.4739
H -0.0119 1.0891 0.0079 0.0912
H 1.1234 -1.0464 0.5160 -0.1332
O 4.2160 1.6664 0.1647 -0.6170
H 4.8690 2.2110 -0.2893 0.2777
H 3.5821 2.2923 0.5350 0.2650
O 4.4416 -1.0563 1.0667 -0.6466
H 4.2693 -0.1958 0.6393 0.3212
H 5.0926 -1.4925 0.5090 0.2958
O 0.2667 -4.0140 1.7051 -0.7197
H 0.8278 -3.2364 1.8699 0.3680
H -0.0152 -3.9142 0.7760 0.4886
```

As for the orbital gap: 9.7 eV. For the total energy, the calculation gives -41118.3074 eV. As for the spin multiplicity: 1. The SMILES is CC(C)O.CC(C)O.CC(C)O.CC(C)O.CC(C)O.CC(C)O.CO.O.O.O. The HOMO energy is -9.778 eV.


[4]
This record from the OMol25 dataset describes the ion C11H14N5O with charge +1. The level of theory is ωB97M-V with the def2-TZVPD basis set.

Geometry as XYZ:
```
31
Properties=species:S:1:pos:R:3:mulliken_charge:R:1
C 1.7874 4.0157 -3.6516 -0.8390
O 1.8576 2.6157 -3.8102 -0.4432
C 1.1866 1.8208 -2.9541 0.8196
C 0.4196 2.2629 -1.8780 -0.4437
C -0.2273 1.3473 -1.0668 -0.7441
C -0.1362 -0.0143 -1.3085 0.3980
C -0.8207 -1.0138 -0.4152 -0.9199
N 0.1402 -1.5662 0.5250 -0.0448
C -0.0725 -1.8132 1.7930 0.4366
N 0.9526 -2.2942 2.5340 -0.5403
C 0.7202 -2.5507 3.7821 -0.0493
N -0.4691 -2.3736 4.3952 -0.5667
C -1.3795 -1.9003 3.5903 0.3964
N -2.7157 -1.6925 4.2387 -0.1673
N -1.3089 -1.5934 2.3325 -0.4334
C 0.6355 -0.4544 -2.3819 -0.4220
C 1.2873 0.4451 -3.1928 -0.5360
H 0.7591 4.3772 -3.7436 0.3457
H 2.2041 4.3312 -2.6905 0.3445
H 2.3884 4.4316 -4.4579 0.2401
H 0.3185 3.3147 -1.6651 0.3960
H -0.8201 1.7074 -0.2382 0.3284
H -1.6263 -0.5538 0.1582 0.4268
H -1.2327 -1.8337 -1.0136 0.2788
H 1.0750 -1.7452 0.1784 0.3161
H 1.5258 -2.9370 4.3886 0.4208
H -2.9459 -0.6903 4.2754 0.3806
H -2.6480 -2.0756 5.1940 0.3849
H -3.4511 -2.1707 3.7010 0.3904
H 0.7150 -1.5118 -2.5890 0.4123
H 1.8813 0.1152 -4.0293 0.4337
```

As for the orbital gap: 7.5 eV. For the total energy, the calculation gives -21126.0986 eV. As for the spin multiplicity: 1. The charge is +1. The SMILES is COc1ccc(CNc2ncnc([NH3+])n2)cc1. The HOMO energy is -10.901 eV.


[5]
This record from the OMol25 dataset describes a cluster of 2 separate species, C5H11NO2 in total. The level of theory is ωB97M-V with the def2-TZVPD basis set.

Geometry as XYZ:
```
19
Properties=species:S:1:pos:R:3:mulliken_charge:R:1
O 2.2835 1.2792 1.0664 -0.4773
C 1.3959 1.4875 0.2868 -0.4059
C 0.3110 0.5254 -0.0793 0.3488
C -0.2632 -0.3606 1.0484 -0.6269
C -1.4304 -0.9229 0.2988 -0.6326
C -2.0964 0.3619 -0.2685 -0.5429
N -0.9236 1.3055 -0.4148 -0.5568
H 1.4095 2.4513 -0.2531 0.3523
H 0.6700 -0.0704 -0.9183 0.3755
H -0.6229 0.3355 1.8036 0.2983
H 0.4631 -1.0620 1.4465 0.3457
H -2.1601 -1.5101 0.8664 0.3319
H -1.1949 -1.5511 -0.5612 0.2872
H -2.6241 0.1455 -1.1940 0.2977
H -2.7815 0.8054 0.4497 0.3112
H -0.8910 1.5345 -1.4009 0.3007
O 2.4904 -1.7313 -0.5789 -0.6120
H 3.2411 -1.4038 -0.1109 0.3099
H 2.7235 -1.6194 -1.4867 0.2952
```

As for the orbital gap: 9.8 eV. For the total energy, the calculation gives -10947.5993 eV. As for the spin multiplicity: 1. The SMILES is O=C[C@H]1CCCN1.O. The HOMO energy is -9.163 eV.


[6]
This record from the OMol25 dataset describes the ion C6H13FN3 with charge +1. The level of theory is ωB97M-V with the def2-TZVPD basis set.

Geometry as XYZ:
```
23
Properties=species:S:1:pos:R:3:mulliken_charge:R:1
H 1.9589 -3.5028 0.8509 0.2772
N 1.6105 -2.5745 0.5530 -0.3669
C 2.0754 -1.4883 0.2341 -0.2445
C 0.8073 -0.1116 0.0518 -0.3217
N 1.4461 1.0670 0.4179 -0.3076
C 1.7882 2.0452 -0.6559 -0.9151
C -0.7307 0.0553 0.3952 0.3845
N -1.0237 1.0074 1.2373 -0.1820
C -1.6111 -0.9635 -0.1698 -0.2259
C -2.8903 -0.5194 -0.7789 -0.4563
F -3.7438 0.0273 0.0972 -0.2771
H 3.0921 -1.1597 0.2359 0.4485
H 0.8787 -0.3603 -1.0661 0.2103
H 2.2637 1.0273 1.0551 0.2601
H 1.4285 1.7783 -1.7307 0.2702
H 2.8059 2.3550 -0.6502 0.3073
H 1.1312 2.7931 -0.3276 0.3564
H -1.9722 1.1862 1.5402 0.2682
H -0.2216 1.4135 1.6788 0.3029
H -0.9761 -1.3446 -0.9131 0.3098
H -1.9516 -1.6362 0.6980 0.2924
H -2.7083 0.2878 -1.4833 0.3348
H -3.4571 -1.3828 -1.2697 0.2746
```

As for the orbital gap: 8.4 eV. For the total energy, the calculation gives -13610.3900 eV. As for the spin multiplicity: 1. The charge is +1. The SMILES is [H]/N=C/[C@H](NC)C(=[NH2+])CCF. The HOMO energy is -12.778 eV.


> spin multiplicity of number 4 (C11H14N5O)?

1


> What is the formula in the second record?

C5H14ClO3Y


Copy entry 4 word for word.
This record from the OMol25 dataset describes the ion C11H14N5O with charge +1. The level of theory is ωB97M-V with the def2-TZVPD basis set.

Geometry as XYZ:
```
31
Properties=species:S:1:pos:R:3:mulliken_charge:R:1
C 1.7874 4.0157 -3.6516 -0.8390
O 1.8576 2.6157 -3.8102 -0.4432
C 1.1866 1.8208 -2.9541 0.8196
C 0.4196 2.2629 -1.8780 -0.4437
C -0.2273 1.3473 -1.0668 -0.7441
C -0.1362 -0.0143 -1.3085 0.3980
C -0.8207 -1.0138 -0.4152 -0.9199
N 0.1402 -1.5662 0.5250 -0.0448
C -0.0725 -1.8132 1.7930 0.4366
N 0.9526 -2.2942 2.5340 -0.5403
C 0.7202 -2.5507 3.7821 -0.0493
N -0.4691 -2.3736 4.3952 -0.5667
C -1.3795 -1.9003 3.5903 0.3964
N -2.7157 -1.6925 4.2387 -0.1673
N -1.3089 -1.5934 2.3325 -0.4334
C 0.6355 -0.4544 -2.3819 -0.4220
C 1.2873 0.4451 -3.1928 -0.5360
H 0.7591 4.3772 -3.7436 0.3457
H 2.2041 4.3312 -2.6905 0.3445
H 2.3884 4.4316 -4.4579 0.2401
H 0.3185 3.3147 -1.6651 0.3960
H -0.8201 1.7074 -0.2382 0.3284
H -1.6263 -0.5538 0.1582 0.4268
H -1.2327 -1.8337 -1.0136 0.2788
H 1.0750 -1.7452 0.1784 0.3161
H 1.5258 -2.9370 4.3886 0.4208
H -2.9459 -0.6903 4.2754 0.3806
H -2.6480 -2.0756 5.1940 0.3849
H -3.4511 -2.1707 3.7010 0.3904
H 0.7150 -1.5118 -2.5890 0.4123
H 1.8813 0.1152 -4.0293 0.4337
```

As for the orbital gap: 7.5 eV. For the total energy, the calculation gives -21126.0986 eV. As for the spin multiplicity: 1. The charge is +1. The SMILES is COc1ccc(CNc2ncnc([NH3+])n2)cc1. The HOMO energy is -10.901 eV.


> What is the spin multiplicity in the sixth record?

1